1.
103
Properties=species:S:1:pos:R:3:forces:R:3:mulliken_spin:R:1 method="wB97M-V/def2-TZVPD" gap_ev="6.174 / 4.719" total_charge=+1 spin_multiplicity=4 s_squared=3.807
Re -0.301950 0.261679 0.206563 -1.3 0.4 0.4 2.2417
Cl 2.699710 -4.147283 -4.865054 0.0 -0.1 -0.1 0.0016
C 2.039714 -3.363613 -3.478940 0.0 0.0 0.1 0.0111
C 2.235889 -3.925580 -2.208416 0.0 0.1 -0.1 0.0007
C 1.724033 -3.306534 -1.098117 -0.2 0.1 0.1 0.0024
Cl 1.968069 -3.996282 0.466638 0.2 -0.1 0.0 0.0020
C 0.994206 -2.094248 -1.169838 0.2 -0.2 -0.7 0.0490
O 0.555347 -1.569516 -0.073026 -0.4 1.0 0.5 0.0236
C 0.823445 -1.535912 -2.471188 0.0 -0.2 0.6 -0.0252
C 0.244044 -0.258189 -2.688089 0.2 -0.1 -0.4 0.0117
O -0.180701 0.561567 -1.843693 0.1 -0.2 1.1 -0.0253
C 1.340215 -2.197117 -3.605670 0.0 0.1 -0.1 -0.0023
H 2.802149 -4.840012 -2.095807 0.0 0.0 0.0 -0.0001
H 0.188849 0.080377 -3.730428 0.0 0.1 0.1 0.0075
H 1.204557 -1.750095 -4.583259 0.0 0.0 0.0 0.0020
C 1.371282 -1.176432 3.503380 -0.3 0.1 0.0 -0.0084
C 0.774881 0.195934 3.238936 0.3 -0.1 0.2 0.0429
O -0.479465 0.148208 2.534612 0.1 0.0 -1.2 0.0644
C -1.534298 -0.350630 3.402738 -0.5 -0.1 0.2 0.0071
C -2.905070 -0.232350 2.790376 0.3 0.2 -0.2 -0.0063
H 2.399277 -1.063130 3.846538 -0.1 0.0 0.0 0.0004
H 1.356846 -1.777745 2.591876 0.1 0.0 0.0 0.0041
H 0.819198 -1.712792 4.273391 0.0 0.0 0.0 0.0000
H 1.439227 0.785219 2.614602 -0.2 0.0 0.1 -0.0075
H 0.619884 0.743762 4.172125 -0.1 0.0 -0.1 -0.0026
H -1.488283 0.249501 4.315177 0.2 0.0 -0.1 -0.0031
H -1.318930 -1.391495 3.650547 0.1 0.0 0.0 0.0029
H -3.042722 0.760486 2.358002 -0.1 0.0 0.0 -0.0008
H -3.653956 -0.392907 3.565382 0.0 0.0 0.0 -0.0009
H -3.039846 -0.975634 2.012788 -0.1 0.0 0.0 0.0062
C 4.239397 -0.693505 1.906272 0.0 0.2 -0.2 0.0050
C 3.956731 0.776308 2.154476 0.2 -0.3 0.3 -0.0010
O 3.462763 1.478901 1.004445 -0.8 -0.1 0.1 -0.0133
P 2.102149 1.245041 0.166734 1.7 0.7 -1.6 0.1172
O 2.535409 0.290881 -1.039229 0.0 -0.1 0.5 0.0066
C 3.570905 0.581994 -2.006960 0.3 -0.1 -0.2 0.0017
C 4.755028 -0.343844 -1.822514 -0.2 0.0 0.1 0.0015
O 2.083242 2.634367 -0.623631 -0.2 -0.4 0.3 -0.0067
C 2.039014 3.930829 0.011955 0.1 0.4 0.2 0.0010
C 3.421511 4.535906 0.166353 -0.1 -0.3 -0.1 0.0007
H 4.537530 -1.153666 2.848475 0.0 -0.1 0.0 0.0000
H 5.049766 -0.827700 1.193229 0.0 0.0 0.0 0.0001
H 3.352633 -1.208546 1.528482 0.1 0.0 0.0 -0.0024
H 4.871784 1.302127 2.425086 0.0 0.0 0.0 0.0003
H 3.257477 0.887390 2.985864 0.1 0.1 -0.1 0.0003
H 3.865327 1.626757 -1.925177 -0.1 0.0 0.0 -0.0005
H 3.111208 0.425139 -2.984619 0.0 0.1 0.0 -0.0009
H 5.307183 -0.082281 -0.922390 0.1 0.0 0.0 -0.0001
H 5.423144 -0.257052 -2.678696 0.0 0.0 0.0 0.0004
H 4.415192 -1.377959 -1.743535 0.0 0.0 0.0 -0.0003
H 1.534752 3.858156 0.979091 -0.1 -0.1 -0.1 -0.0005
H 1.430193 4.552614 -0.639795 0.0 -0.1 0.0 -0.0033
H 4.014432 3.978352 0.888014 0.1 0.0 0.0 -0.0002
H 3.318203 5.566499 0.505514 0.0 0.0 0.0 0.0001
H 3.946760 4.537835 -0.789072 0.0 0.0 0.0 0.0001
C -0.540252 0.273360 -6.927948 0.0 0.1 0.0 0.0003
C 0.007197 1.220322 -5.892249 0.1 0.0 0.0 -0.0011
C 1.382340 1.439811 -5.829687 0.1 -0.1 0.0 0.0014
C 1.920537 2.315120 -4.897577 -0.1 -0.1 0.0 -0.0001
C 1.095808 2.964459 -3.998160 -0.2 -0.1 0.1 -0.0009
C -0.287334 2.757194 -4.046594 0.3 -0.1 -0.1 -0.0002
N -1.139475 3.329343 -3.109952 -0.2 0.2 -0.2 -0.0005
C -0.839817 4.356406 -2.222120 0.1 0.2 0.4 0.0002
C -0.238085 5.545410 -2.645192 -0.2 -0.1 0.0 0.0000
C -0.053482 6.589801 -1.757221 0.0 0.0 0.0 0.0010
C -0.414352 6.456219 -0.421179 0.0 0.1 0.1 0.0000
C -0.942837 5.259411 0.030138 -0.2 0.0 0.0 0.0046
C -1.176760 4.217719 -0.855822 0.3 -0.1 -0.2 -0.0175
C -1.597165 2.844217 -0.435970 -0.6 0.2 -1.0 0.0601
O -2.501928 2.270765 -1.020258 0.1 0.3 0.5 0.0128
O -0.803412 2.273227 0.442261 0.5 -1.6 0.3 0.0682
C -0.843351 1.895528 -5.012965 0.0 0.3 0.0 -0.0012
C -2.341203 1.757965 -5.076701 0.1 -0.1 0.0 -0.0027
H 0.257713 -0.327073 -7.361195 0.0 0.0 0.0 0.0000
H -1.014646 0.830255 -7.739104 -0.1 -0.1 0.0 0.0000
H -1.285325 -0.400215 -6.503636 0.0 0.0 0.0 -0.0001
H 2.035770 0.922985 -6.522230 0.0 0.0 0.0 -0.0001
H 2.990686 2.478676 -4.868012 0.0 0.0 0.0 -0.0001
H 1.511892 3.599745 -3.227863 0.0 0.0 0.0 0.0000
H -1.910856 2.760948 -2.795115 0.0 -0.1 -0.1 0.0003
H 0.037533 5.649837 -3.686161 0.0 0.0 0.0 0.0000
H 0.348091 7.528847 -2.114739 0.1 0.0 0.0 0.0001
H -0.266426 7.272722 0.272747 0.0 0.0 0.0 0.0000
H -1.177657 5.125561 1.079024 0.0 0.0 0.0 -0.0003
H -2.706714 1.060802 -4.314288 -0.1 0.0 0.0 0.0017
H -2.663106 1.401144 -6.051901 0.0 -0.1 0.0 0.0000
H -2.816792 2.722349 -4.896857 0.0 0.0 0.0 0.0002
I -1.117828 -3.891916 1.643300 -0.3 0.0 0.1 -0.0017
I -3.557485 -3.988773 2.724417 0.1 -0.1 -0.1 0.0007
N -9.850425 -0.961369 -2.178492 0.0 0.0 0.0 0.0217
C -8.731627 -0.933894 -1.918455 -0.3 0.0 -0.1 -0.0089
C -7.340264 -0.886253 -1.593434 0.4 0.1 0.1 0.0493
C -6.386191 -1.169944 -2.571755 -0.2 0.0 0.0 -0.0259
C -5.042725 -1.103615 -2.268196 0.1 0.0 0.1 0.0586
C -4.634455 -0.744302 -0.979061 -0.4 0.1 0.0 0.0422
C -5.598733 -0.460255 0.000133 0.2 0.0 -0.1 0.0589
C -6.940827 -0.534764 -0.301865 -0.1 -0.1 -0.1 -0.0237
C -3.269126 -0.600132 -0.640311 0.4 -0.1 0.2 0.2660
C -2.134067 -0.376823 -0.233944 0.3 -0.1 0.1 -0.0746
H -6.714150 -1.436672 -3.566879 0.0 0.0 0.0 -0.0008
H -4.299097 -1.317639 -3.023605 0.0 0.0 0.0 0.0016
H -5.272480 -0.173871 0.989625 0.0 0.0 0.0 0.0070
H -7.688153 -0.319006 0.448890 0.0 0.0 0.0 -0.0007

=====

2.
53
Properties=species:S:1:pos:R:3:forces:R:3:lowdin_charge:R:1 method="wB97M-V/def2-TZVPD" smiles=Cc1cc(C)c(C)c(OCCCC[N@H+](C)Cc2ccccc2)c1 gap_ev=9.423 total_charge=+1 spin_multiplicity=1
C -2.667902 -2.509259 3.096719 -0.1 0.0 0.0 -0.0394
C -2.218568 -1.200212 2.528892 0.1 0.1 -0.1 -0.2594
C -3.004508 -0.063418 2.673617 0.1 0.0 -0.1 0.0084
C -2.621458 1.167730 2.166754 0.1 -0.2 0.0 -0.2098
C -3.496136 2.365351 2.359905 0.0 0.0 0.0 -0.0320
C -1.409089 1.286885 1.475782 0.3 -0.2 -0.2 -0.1611
C -0.967472 2.602358 0.913300 0.1 0.0 0.0 -0.0223
C -0.626349 0.146833 1.335516 -0.2 0.0 0.1 -0.2251
O 0.590670 0.217102 0.628084 -0.4 -0.1 0.1 -0.1514
C 1.723427 0.509874 1.444875 0.5 0.3 0.2 -0.1614
C 2.950079 0.707058 0.559558 -0.3 -0.3 0.2 -0.1416
C 3.534180 -0.575026 -0.044145 -0.2 0.2 -0.1 -0.1512
C 2.819462 -1.076706 -1.297283 0.7 0.3 0.0 -0.1194
N 1.472326 -1.638354 -1.042538 -0.3 0.3 0.2 -0.1461
C 1.534783 -2.962701 -0.413709 0.0 -0.6 0.3 0.0040
C 0.659609 -1.685983 -2.291542 -0.4 0.2 -0.5 -0.0731
C 0.279256 -0.305569 -2.755093 0.0 -0.1 0.0 -0.2243
C -0.787415 0.351526 -2.151892 0.1 0.0 -0.1 -0.0315
C -1.141472 1.623990 -2.561912 0.0 0.0 0.0 -0.0621
C -0.432604 2.252107 -3.572657 0.0 0.0 0.0 -0.0589
C 0.624890 1.599611 -4.183389 0.1 0.0 0.0 -0.0595
C 0.978842 0.324118 -3.778047 -0.1 0.0 0.0 -0.0472
C -1.015121 -1.079856 1.853641 0.1 0.1 -0.1 0.0230
H -1.934010 -3.291688 2.920931 0.0 -0.1 0.0 0.0751
H -2.827710 -2.418505 4.169650 0.0 -0.1 0.1 0.0892
H -3.613688 -2.810342 2.648684 0.0 -0.1 0.0 0.0886
H -3.941500 -0.144584 3.204282 -0.1 0.0 0.1 0.1257
H -4.359052 2.116783 2.970521 -0.1 0.0 0.0 0.0827
H -3.851451 2.740947 1.400798 -0.1 0.1 0.0 0.0890
H -2.945555 3.168922 2.846024 0.0 0.1 0.0 0.0904
H -1.778636 3.073874 0.363420 0.0 0.1 -0.1 0.0803
H -0.122185 2.475171 0.241754 0.0 0.1 0.0 0.0751
H -0.680687 3.280803 1.717092 0.0 0.1 0.0 0.0966
H 1.883888 -0.303818 2.165684 -0.1 0.1 0.0 0.1391
H 1.526694 1.426763 2.009088 -0.1 -0.1 0.0 0.1370
H 3.716961 1.170966 1.179633 0.0 0.1 0.0 0.1259
H 2.696957 1.409614 -0.236666 0.0 0.1 0.0 0.1277
H 4.561963 -0.364724 -0.343741 0.0 -0.1 0.0 0.1267
H 3.582860 -1.351540 0.720603 0.1 -0.1 0.0 0.1113
H 3.422416 -1.846917 -1.785136 -0.2 0.0 0.0 0.1431
H 2.699140 -0.238086 -1.986445 0.0 -0.1 0.0 0.1235
H 0.995580 -0.950790 -0.375042 0.1 -0.4 -0.3 0.1278
H 2.003008 -3.676799 -1.091084 0.0 0.1 -0.1 0.1151
H 2.113979 -2.922307 0.505782 0.0 0.1 0.0 0.1016
H 0.530694 -3.311317 -0.178883 0.0 0.1 0.0 0.1047
H 1.234645 -2.211758 -3.057970 0.0 0.0 0.2 0.1446
H -0.245112 -2.258964 -2.077536 0.1 0.0 0.1 0.1419
H -1.351054 -0.134968 -1.369193 -0.1 -0.1 0.1 0.1183
H -1.978588 2.121062 -2.098218 -0.1 0.1 0.1 0.1085
H -0.710895 3.244096 -3.892159 0.0 0.1 0.0 0.1120
H 1.171209 2.079357 -4.980281 0.0 0.0 -0.1 0.1117
H 1.789540 -0.189300 -4.275735 0.1 -0.1 0.0 0.1185
H -0.368838 -1.939408 1.739705 0.1 -0.1 0.0 0.1096